{"formula": "CCl2NO2S", "method": "the ωB97M-V functional and the def2-TZVPD basis", "symbols": ["C", "N", "O", "O", "S", "Cl", "Cl"], "positions_angstrom": [[1.4897, 0.0400, -0.6406], [-0.9553, -0.2116, 1.5627], [-1.1025, -1.2397, -0.7019], [-1.0351, 1.2511, -0.5189], [-0.8611, -0.0508, 0.0978], [2.2256, -1.1925, 0.4048], [1.7654, 1.5050, -0.0529]], "mulliken_charge": [0.00, -0.44, -0.51, -0.53, 0.51, -0.08, 0.04], "gap_ha": 0.213, "max_force_ha_per_bohr": 0.086, "charge": -1, "relative_energy_ev": 5.004, "e_tot_ev": -42498.1636}